Record 1
A single O2 molecule, computed with the ωB97M-V functional and the def2-TZVPD basis.

```
2
Properties=species:S:1:pos:R:3:forces:R:3:lowdin_charge:R:1
O 0.000 0.000 0.588 0.0000 0.0000 1.7701 0.0000
O 0.000 0.000 -0.588 0.0000 0.0000 -1.7701 0.0000
```
Positions in Å, forces in eV/Å.

As for the charge: 0. Its SMILES is O=O. The frontier orbital gap comes out at 7.9 eV. The HOMO energy is -9.75 eV. For the relative energy (zero: lowest compared OMol25 entry of this formula, charge and spin), the calculation gives 0.4 kcal per mole.

---

Record 2
A single C4H4Cl2 molecule, computed with the ωB97M-V functional and the def2-TZVPD basis.

```
10
Properties=species:S:1:pos:R:3:forces:R:3:lowdin_charge:R:1
C -2.137 -0.812 -0.118 -1.8229 -0.0420 1.7266 0.0940
C -1.043 -0.339 -0.362 -2.3682 -1.0943 0.0385 -0.2545
C 0.203 0.371 -0.533 -2.8155 1.9609 1.2655 -0.7216
Cl -0.347 2.118 -0.036 0.7194 -0.4779 -0.5346 0.5342
C 1.165 -0.115 0.471 0.9609 0.0499 1.2564 -0.6332
Cl 2.763 0.296 -0.205 0.6611 0.2149 0.6326 0.5644
H -3.212 -1.078 0.397 3.5385 0.6394 -1.9921 0.1166
H 0.522 0.461 -1.545 0.4890 -0.1064 -0.5355 0.0822
H 0.984 0.296 1.579 0.4712 -1.0683 -2.6983 0.1439
H 1.103 -1.197 0.352 0.1665 -0.0761 0.8410 0.0738
```
Positions in Å, forces in eV/Å.

As for the charge: 0. Its SMILES is C#C[C@@H](Cl)CCl. The frontier orbital gap comes out at 10.9 eV. The HOMO energy is -10.28 eV. For the relative energy (zero: lowest compared OMol25 entry of this formula, charge and spin), the calculation gives 43.5 kcal per mole.

---

Please write out number 1 again, unchanged.
A single O2 molecule, computed with the ωB97M-V functional and the def2-TZVPD basis.

```
2
Properties=species:S:1:pos:R:3:forces:R:3:lowdin_charge:R:1
O 0.000 0.000 0.588 0.0000 0.0000 1.7701 0.0000
O 0.000 0.000 -0.588 0.0000 0.0000 -1.7701 0.0000
```
Positions in Å, forces in eV/Å.

As for the charge: 0. Its SMILES is O=O. The frontier orbital gap comes out at 7.9 eV. The HOMO energy is -9.75 eV. For the relative energy (zero: lowest compared OMol25 entry of this formula, charge and spin), the calculation gives 0.4 kcal per mole.